# 1
Below is a cluster of 10 separate species, C41H109N7O15 in total in a non-equilibrium geometry, with properties calculated with ωB97M-V with the def2-TZVPD basis set.

Results
<S²>: 0.754
charge: +1
multiplicity: 2
E_tot: -3138.52889 Eh

Each line ends with the Löwdin charge.
Positions of all 172 atoms, in Å:
C -1.83 -3.44 -4.77  -0.1019
O -2.95 -2.64 -4.43  -0.1745
C -3.11 -2.48 -3.01  -0.1557
C -3.20 -3.82 -2.21  -0.2336
N -4.50 -4.42 -2.23  -0.0706
C -4.71 -5.62 -1.53  -0.2028
C -4.08 -6.87 -2.22  -0.2133
O -4.07 -6.73 -3.60  -0.2064
C -2.94 -7.26 -4.36  -0.0687
H -1.81 -4.49 -4.46  0.0572
H -0.89 -3.00 -4.43  0.0668
H -1.71 -3.52 -5.86  0.0906
H -4.11 -2.13 -2.75  0.1202
H -2.31 -1.79 -2.75  0.1070
H -2.95 -3.53 -1.18  0.0886
H -2.43 -4.57 -2.34  0.0925
H -4.62 -4.77 -3.17  0.1075
H -5.80 -5.62 -1.50  0.1176
H -4.26 -5.56 -0.54  0.1184
H -4.34 -7.90 -2.00  0.1267
H -3.05 -6.74 -1.89  0.0938
H -3.25 -6.86 -5.32  0.0841
H -2.85 -8.28 -4.73  0.0842
H -1.98 -6.77 -4.19  0.0752
C 1.13 8.86 -4.76  -0.0402
O 1.71 8.61 -3.47  -0.1620
C 3.00 8.49 -3.27  -0.2393
C 3.72 7.17 -3.87  -0.0573
N 2.94 5.92 -3.85  0.1903
C 3.36 4.93 -4.76  -0.1234
C 2.69 3.53 -4.52  -0.1689
O 1.30 3.76 -4.86  -0.1843
C 0.50 2.56 -4.51  -0.0411
H 1.75 9.51 -5.37  0.0926
H 0.17 9.37 -4.85  0.1019
H 1.10 7.93 -5.34  0.0801
H 2.99 8.38 -2.19  0.1312
H 3.55 9.41 -3.48  0.1409
H 4.74 6.98 -3.54  0.1445
H 3.83 7.47 -4.91  0.1456
H 1.94 6.08 -3.84  0.1640
H 4.38 4.76 -4.40  0.1442
H 3.39 5.16 -5.82  0.1689
H 2.80 3.10 -3.52  0.1231
H 3.19 2.75 -5.09  0.1284
H 0.16 2.51 -3.47  0.0769
H 1.08 1.64 -4.53  0.0646
H -0.28 2.33 -5.22  0.0998
C 1.60 0.92 7.28  -0.0859
O 1.71 1.22 5.88  -0.2145
C 0.52 1.83 5.34  -0.1957
C 0.68 2.16 3.85  -0.2074
N 1.76 3.09 3.55  -0.0662
C 2.07 3.26 2.16  -0.2094
C 3.34 4.10 1.99  -0.2584
O 3.64 4.20 0.65  -0.1884
C 3.03 5.32 -0.09  -0.0678
H 2.36 0.28 7.74  0.0897
H 0.63 0.50 7.56  0.0802
H 1.59 1.94 7.66  0.0833
H 0.41 2.76 5.90  0.1210
H -0.33 1.17 5.44  0.1202
H -0.20 2.66 3.45  0.1164
H 1.04 1.26 3.35  0.1136
H 2.53 2.72 4.10  0.1103
H 1.33 3.64 1.45  0.0985
H 2.40 2.35 1.67  0.1090
H 4.15 3.50 2.40  0.1311
H 3.25 5.07 2.49  0.1229
H 2.17 5.17 -0.75  0.0721
H 3.83 5.76 -0.68  0.0617
H 3.02 6.15 0.61  0.0878
C 0.59 -10.21 3.99  -0.1098
O 1.06 -8.88 3.80  -0.2043
C 0.64 -8.32 2.56  -0.2264
C -0.58 -7.44 2.81  -0.1896
N -0.93 -6.58 1.69  -0.0739
C 0.02 -5.48 1.55  -0.1792
C -0.14 -4.59 0.26  -0.2077
O 1.08 -3.96 0.02  -0.1967
C 1.03 -3.05 -1.03  -0.1063
H -0.50 -10.22 3.96  0.0832
H 0.88 -10.48 5.00  0.0905
H 0.98 -10.92 3.26  0.0857
H 0.42 -9.21 1.97  0.1101
H 1.53 -7.89 2.11  0.1172
H -0.36 -6.86 3.71  0.1311
H -1.44 -8.10 2.88  0.1182
H -1.01 -7.05 0.80  0.1046
H 1.04 -5.85 1.49  0.1121
H -0.22 -4.75 2.33  0.1196
H -0.90 -3.88 0.58  0.1106
H -0.64 -5.03 -0.60  0.1142
H 1.95 -2.47 -1.16  0.0900
H 0.21 -2.35 -0.95  0.0840
H 0.96 -3.56 -1.99  0.0953
C -1.14 3.56 0.01  -0.1495
O -2.45 3.74 -0.47  -0.1713
C -3.18 4.25 0.63  -0.2274
C -4.55 4.73 0.02  -0.1700
N -5.60 4.82 1.07  -0.0456
C -6.65 5.70 0.58  -0.2579
C -7.41 6.25 1.70  -0.2410
O -6.53 6.84 2.69  -0.2030
C -7.18 7.22 3.99  -0.0490
H -1.09 2.80 0.79  0.0666
H -0.63 4.40 0.48  0.0761
H -0.45 3.33 -0.80  0.0809
H -2.74 5.18 1.00  0.1192
H -3.29 3.53 1.43  0.1173
H -4.90 3.98 -0.69  0.1242
H -4.22 5.71 -0.33  0.1132
H -5.22 5.41 1.80  0.0862
H -7.23 5.12 -0.14  0.1298
H -6.30 6.58 0.03  0.1139
H -8.02 5.44 2.10  0.1228
H -8.16 6.95 1.32  0.1221
H -8.17 7.64 3.84  0.0833
H -6.59 7.87 4.63  0.0760
H -7.18 6.35 4.65  0.0783
C 1.08 0.25 -1.10  -0.1773
O -0.04 0.14 -1.93  -0.1414
H 2.03 0.38 -1.62  0.0682
H 1.04 1.19 -0.54  0.0640
H 1.18 -0.59 -0.40  0.0536
H -0.74 0.00 -1.28  0.0114
C 2.63 -1.38 -4.17  -0.1475
O 1.33 -1.88 -3.99  -0.1373
H 3.20 -2.18 -4.65  0.0940
H 2.59 -0.42 -4.69  0.0632
H 2.94 -1.17 -3.15  0.0586
H 0.85 -1.20 -3.52  0.0390
C 2.29 -2.20 2.21  -0.1551
O 0.90 -2.19 2.06  -0.1265
H 2.64 -3.19 1.92  0.0860
H 2.60 -1.44 1.49  0.0567
H 2.79 -2.00 3.16  0.0822
H 0.77 -2.86 1.39  0.0062
C -1.66 0.02 2.15  -0.0401
C -2.62 -0.31 0.91  -0.3499
C -4.06 0.01 1.32  -0.2283
O -5.06 -0.70 0.63  -0.1887
C -5.11 -2.14 0.81  -0.0440
N -2.25 0.55 -0.24  0.0667
H -0.61 0.08 1.85  0.0478
H -1.73 -0.73 2.94  0.0818
H -1.92 1.00 2.55  0.0603
H -2.61 -1.37 0.64  0.1174
H -4.23 1.08 1.19  0.1231
H -4.07 -0.17 2.39  0.1154
H -4.73 -2.35 1.81  0.0922
H -4.50 -2.55 0.00  0.0560
H -6.16 -2.43 0.71  0.0932
H -3.00 0.49 -0.91  0.0937
H -2.37 1.49 0.11  0.0321
C 8.70 -2.67 2.45  -0.0645
C 7.33 -2.10 2.11  -0.4709
C 6.64 -2.70 0.85  -0.1681
O 5.35 -2.13 0.56  -0.2226
C 5.16 -0.76 0.11  -0.0623
N 6.50 -2.20 3.26  0.0370
H 8.69 -3.72 2.76  0.0765
H 9.18 -2.05 3.20  0.0836
H 9.36 -2.84 1.59  0.0735
H 7.48 -1.02 2.02  0.1230
H 6.57 -3.79 0.87  0.1292
H 7.38 -2.53 0.08  0.1119
H 5.59 -0.67 -0.89  0.0799
H 5.75 -0.22 0.85  0.0769
H 4.15 -0.35 0.06  0.0619
H 5.54 -2.03 3.01  0.0582
H 6.51 -3.16 3.58  0.0753

# 2
Below is a cluster of 5 separate species, C30H71N in total in a non-equilibrium geometry, with properties calculated with ωB97M-V with the def2-TZVPD basis set.

Results
charge: 0
SMILES string: CCN(CC)CC.CCCCCC.CCCCCC.CCCCCC.CCCCCC
E_tot: -1239.93259 Eh

Each line ends with the Löwdin charge.
Positions of all 102 atoms, in Å:
C 1.43 3.11 1.59  -0.1101
C 2.37 1.96 1.42  -0.2304
N 2.50 1.45 -0.04  -0.1529
C 3.70 0.73 -0.39  -0.2502
C 4.15 -0.49 0.35  -0.0728
C 1.24 0.82 -0.51  -0.2502
C 0.84 1.34 -1.92  -0.0683
H 1.69 3.76 0.77  0.0543
H 1.55 3.63 2.64  0.1210
H 0.40 2.76 1.47  0.0500
H 1.98 1.10 1.94  0.0882
H 3.48 2.24 1.78  0.1607
H 4.24 1.50 -0.34  0.0416
H 3.73 0.34 -1.36  0.1080
H 4.37 -0.41 1.33  0.0348
H 4.93 -1.12 -0.17  0.1081
H 3.37 -1.14 0.47  0.0182
H 0.40 0.78 0.18  0.0771
H 1.37 -0.25 -0.49  0.0808
H 1.75 1.77 -2.47  0.0850
H 0.36 2.36 -1.76  0.0619
H 0.29 0.73 -2.71  0.0604
C 5.78 -4.17 1.72  -0.1189
C 4.26 -4.03 2.09  -0.3307
C 3.91 -4.14 3.50  -0.2681
C 2.47 -3.57 3.77  -0.1906
C 1.77 -4.27 5.06  -0.2455
C 0.37 -3.77 5.40  -0.1285
H 6.13 -4.98 2.53  0.1037
H 6.46 -3.38 2.14  0.0574
H 6.00 -4.24 0.55  0.1015
H 3.78 -4.72 1.49  0.0706
H 3.78 -3.09 1.56  0.1207
H 4.67 -3.81 4.34  0.1493
H 3.86 -5.27 3.68  0.1303
H 2.11 -4.00 3.01  -0.0044
H 2.43 -2.41 3.72  0.1504
H 2.48 -3.95 5.87  0.1071
H 1.88 -5.34 4.97  0.0870
H 0.07 -4.30 6.44  0.1242
H -0.33 -4.25 4.78  0.0295
H 0.34 -2.67 5.22  0.0711
C 0.32 7.19 0.06  -0.1157
C -0.19 5.93 -0.68  -0.2468
C -1.81 5.79 -0.65  -0.1698
C -2.35 4.49 -1.28  -0.2289
C -2.16 3.30 -0.47  -0.2992
C -2.73 2.04 -1.13  -0.0656
H 0.02 8.14 -0.39  0.0625
H 1.52 7.36 -0.11  0.1175
H 0.14 7.05 1.08  0.0329
H 0.21 4.90 -0.65  0.0708
H 0.12 5.87 -1.75  0.0989
H -2.28 6.60 -1.21  0.0976
H -2.22 5.88 0.42  0.1307
H -1.88 4.27 -2.23  0.1234
H -3.33 4.51 -1.11  0.0779
H -2.55 3.41 0.37  0.0360
H -1.17 3.07 -0.37  0.0495
H -2.45 1.10 -0.79  0.0198
H -2.36 2.08 -2.24  0.0896
H -3.84 2.17 -1.24  0.0910
C -2.27 0.73 3.58  -0.0751
C -1.77 -0.03 2.38  -0.2461
C -1.26 -1.50 2.66  -0.2023
C -0.41 -2.17 1.60  -0.2571
C -1.19 -2.77 0.51  -0.2706
C -0.38 -3.52 -0.53  -0.0892
H -3.04 0.34 3.83  -0.0385
H -2.25 1.83 3.20  0.1146
H -1.48 0.75 4.37  0.0957
H -0.90 0.33 1.95  0.0426
H -2.57 -0.06 1.51  0.1384
H -2.11 -2.05 3.05  0.1179
H -0.66 -1.38 3.46  0.0460
H 0.15 -2.88 2.13  0.0750
H 0.35 -1.45 1.18  0.1204
H -1.78 -1.92 0.03  0.1207
H -1.94 -3.51 1.06  0.1537
H 0.14 -2.91 -1.16  0.0302
H -0.98 -4.15 -1.07  0.0390
H 0.35 -4.15 0.01  0.0873
C -0.16 -2.17 -4.32  -0.0969
C -1.67 -2.05 -4.20  -0.2410
C -2.22 -0.61 -4.61  -0.2316
C -3.73 -0.54 -4.82  -0.2341
C -4.22 0.89 -5.07  -0.2804
C -5.72 1.05 -4.87  -0.1553
H 0.44 -1.30 -4.09  0.0669
H -0.05 -2.50 -5.37  0.0875
H 0.27 -2.95 -3.86  0.0123
H -2.00 -2.21 -3.16  0.0950
H -2.18 -2.65 -4.85  0.0701
H -1.79 -0.62 -5.56  0.0721
H -1.65 0.27 -4.09  0.1293
H -4.13 -1.08 -3.89  0.1244
H -4.13 -1.35 -5.56  0.1476
H -3.99 1.33 -6.11  0.1402
H -3.99 1.64 -4.33  0.0752
H -6.09 2.17 -5.13  0.1192
H -6.07 0.99 -3.76  0.0985
H -6.28 0.40 -5.36  -0.0047